1.
14
Properties=species:S:1:pos:R:3:forces:R:3:mulliken_charge:R:1 method="wB97M-V/def2-TZVPD" homo_ha=-0.32982 smiles="CC(=O)NCN" gap_ev=9.89 charge=0 relative_energy_kcal_mol=26.9 total_energy_ev=-8268.1591
C 1.9328 -0.7004 -1.1680 0.4 -0.3 -2.4 -1.026
C 0.4967 -0.3193 -0.9269 -0.9 0.4 0.7 0.658
O -0.4161 -0.1886 -1.7268 0.9 -0.2 -0.5 -0.622
N 0.2341 -0.1421 0.4096 0.3 0.9 0.6 -0.272
C -0.9015 0.7298 0.8072 -0.7 -0.6 -1.4 -0.384
N -1.3118 0.5253 2.1479 0.1 -0.8 0.0 -0.481
H 2.6353 -0.2151 -0.4981 0.0 -0.6 0.5 0.327
H 2.0060 -1.7814 -1.3545 0.1 0.0 1.2 0.248
H 2.3025 -0.4332 -2.1741 -0.7 0.7 0.2 0.321
H 1.0509 -0.0258 0.9938 -0.1 -0.1 0.1 0.223
H -0.7378 1.7376 0.4199 0.3 0.4 1.0 0.384
H -1.7139 0.4337 0.1420 0.0 -0.3 0.0 0.276
H -1.8179 -0.3384 2.2421 -0.1 0.2 0.3 0.188
H -1.3738 1.1471 2.9247 0.3 0.5 -0.3 0.160

2.
216
Properties=species:S:1:pos:R:3:forces:R:3:mulliken_charge:R:1 method="wB97M-V/def2-TZVPD" homo_ha=-0.30399 gap_ev=8.75 charge=0 total_energy_ev=-99647.8189
C -7.5380 -24.2116 20.9373 0.8 0.3 0.1 -0.419
C -8.0111 -24.4602 22.3889 0.7 1.0 -1.2 0.272
C -7.0744 -25.4618 23.0262 0.8 -0.7 0.2 -0.983
O -6.8915 -26.6811 22.2692 -1.7 -0.5 1.0 -0.091
C -7.8811 -27.7013 22.5882 0.8 -0.2 0.3 -0.848
N -7.9710 -23.2041 23.1527 -0.9 -0.4 0.3 -0.783
H -7.1962 -25.1424 20.5115 -0.3 -0.4 -0.5 0.754
H -6.6009 -23.5936 20.9726 -0.9 -0.2 0.0 -0.315
H -8.2939 -23.7434 20.2782 0.3 -0.2 0.4 0.225
H -9.0346 -24.8301 22.3533 -0.1 -0.1 0.3 0.314
H -7.3509 -25.6277 24.1031 0.2 -0.2 -0.9 0.446
H -6.0399 -25.1062 22.9842 -0.2 0.7 0.3 -0.018
H -8.1492 -27.6317 23.6784 0.0 0.0 -1.1 0.354
H -7.3636 -28.6718 22.4418 -0.3 0.5 0.0 0.268
H -8.7772 -27.7021 21.9307 0.5 0.4 0.4 0.266
H -8.5662 -22.5327 22.6659 0.3 -0.1 0.3 0.269
H -7.0362 -22.8169 23.1707 0.2 -0.1 -0.2 0.333
C -4.1893 -25.7920 19.0606 -1.2 0.0 0.5 0.449
C -3.8222 -27.1755 19.5626 1.2 0.8 1.6 0.315
C -2.9329 -27.1043 20.8544 -1.0 0.5 0.4 -0.536
O -2.5497 -28.4083 21.2626 -1.6 1.1 0.1 -0.395
C -1.2697 -28.7626 21.0212 2.4 -1.0 0.3 -0.611
N -5.0380 -27.9076 19.8478 -0.4 -0.4 -0.6 -0.274
H -4.7603 -26.0382 18.1733 0.0 0.8 -0.4 -0.227
H -3.3742 -25.1184 18.8385 0.4 0.0 -0.1 -0.147
H -4.8999 -25.2372 19.7397 0.7 -0.7 -0.4 -0.147
H -3.2563 -27.7079 18.7884 -0.1 0.0 0.1 0.635
H -3.5868 -26.7437 21.7127 0.6 -0.1 -1.1 -0.024
H -2.0733 -26.3872 20.7785 -0.5 -0.8 -0.1 0.171
H -0.4987 -28.0377 21.4647 -0.9 -1.0 -0.4 0.238
H -1.0088 -28.9457 19.9690 -0.2 0.5 -0.2 0.209
H -1.2057 -29.7757 21.4615 0.6 0.5 0.1 0.323
H -4.8345 -28.8868 19.9735 0.1 -0.2 0.2 0.355
H -5.4780 -27.5663 20.6920 -0.1 0.2 0.2 -0.004
C -7.2660 -20.5051 21.2218 0.9 0.4 -1.0 -1.413
C -8.3567 -20.7436 20.1761 0.8 -1.5 0.6 0.755
C -9.0629 -19.5188 20.0192 -1.3 3.8 -0.8 -0.461
O -9.7145 -19.1624 21.2219 -0.3 -0.3 -0.3 -0.424
C -10.5770 -18.0526 21.0722 0.1 -1.0 -1.0 -0.779
N -7.8181 -21.0737 18.8404 -0.2 0.5 0.6 1.175
H -6.5625 -21.3118 21.1975 0.6 -0.5 0.1 0.014
H -7.5700 -20.3598 22.2423 -0.7 -0.1 0.3 0.609
H -6.7241 -19.5768 20.9608 -0.1 -0.4 -0.1 0.268
H -9.0606 -21.4956 20.5587 0.1 -0.2 -0.1 0.242
H -9.7016 -19.5055 19.1199 -0.6 -0.3 0.4 0.607
H -8.3461 -18.6969 19.7827 -0.1 -0.4 0.1 -0.154
H -10.8497 -17.7871 22.0700 0.2 1.0 0.5 0.287
H -11.5025 -18.3225 20.5776 -0.5 -0.5 -0.2 0.284
H -10.1485 -17.3300 20.3651 0.2 0.5 0.8 0.283
H -8.5624 -21.2846 18.1873 -0.3 0.2 0.1 -0.380
H -7.3389 -21.9271 18.9479 1.2 -1.3 -0.1 -0.925
C -4.6847 -19.0497 18.8167 0.6 1.4 -0.6 -0.485
C -5.7836 -18.0892 18.3771 0.1 0.6 -0.3 0.382
C -5.1814 -16.7783 17.8589 0.2 0.3 -0.3 -1.155
O -4.5587 -16.0579 18.8830 0.6 -0.1 1.2 -0.339
C -4.3388 -14.6951 18.6446 -0.3 0.1 -1.5 -0.784
N -6.4624 -18.6885 17.2540 -0.6 -1.3 -0.5 0.601
H -4.0064 -19.0390 17.9152 -0.3 -0.6 1.0 0.022
H -5.0547 -20.0375 19.0757 0.0 -0.1 -0.1 -0.384
H -4.1563 -18.5948 19.6656 0.0 -0.3 -0.2 0.346
H -6.4839 -17.8183 19.1532 -0.1 0.0 0.8 -0.012
H -5.9146 -16.0611 17.4547 -0.4 -0.7 -0.4 0.744
H -4.4708 -17.0751 17.0621 -0.1 0.4 0.1 0.346
H -4.0705 -14.1663 19.5351 -0.3 0.0 0.9 0.267
H -5.2153 -14.2354 18.1402 0.2 -0.1 0.5 0.306
H -3.5009 -14.5009 17.9735 0.2 -0.3 -0.3 0.309
H -6.9400 -19.5559 17.5722 0.5 0.6 -0.2 -0.667
H -7.1829 -18.0932 16.8710 -0.1 0.2 0.1 0.504
C -0.8463 -19.7745 18.5666 -0.1 1.1 -0.8 -0.262
C -0.1425 -19.4370 17.2695 0.4 -1.0 -1.0 0.172
C 1.0515 -18.5043 17.4966 1.6 -0.7 0.3 -0.914
O 1.9002 -18.3904 16.3463 0.0 -0.1 -0.1 -0.301
C 2.9862 -17.4807 16.5148 -0.2 -0.5 0.3 -0.790
N 0.2050 -20.6367 16.4913 1.4 0.9 0.0 -0.146
H -1.4403 -18.8848 18.8118 0.1 -0.3 0.7 0.148
H -0.0622 -19.9894 19.2541 0.3 -0.3 1.2 0.427
H -1.4933 -20.6229 18.4089 -0.3 -0.2 0.0 -0.483
H -0.8436 -18.8852 16.6795 -0.5 0.4 -0.7 0.285
H 1.7157 -18.8939 18.3582 -1.1 0.6 -0.9 0.321
H 0.6753 -17.4993 17.7083 0.0 0.0 0.5 0.516
H 2.6775 -16.7014 17.1958 0.0 0.6 0.2 0.340
H 3.2517 -17.0349 15.5500 -0.2 -0.3 0.1 0.229
H 3.8951 -17.9384 16.9663 -0.5 -0.1 -0.3 0.259
H -0.5372 -21.2995 16.4294 -0.7 -0.1 0.3 -0.215
H 1.0262 -21.0973 16.8551 0.2 0.1 0.1 0.280
C 0.7771 -23.3248 18.8813 1.5 -0.9 -0.1 0.325
C 1.3908 -24.7615 19.0984 -0.9 0.8 -0.3 -0.261
C 0.3074 -25.8185 18.8261 -1.3 0.8 0.4 0.464
O -0.0485 -25.7257 17.4513 1.4 0.1 0.0 0.017
C -0.9407 -26.6770 16.9727 -0.4 -1.0 0.0 0.396
N 2.5438 -24.9695 18.2360 -0.7 2.2 -0.4 -0.683
H 1.4408 -22.5747 19.3382 -0.2 -0.2 -0.2 0.547
H -0.1509 -23.3363 19.4034 -0.8 0.3 0.3 -0.647
H 0.6180 -23.0596 17.8335 0.0 -0.2 0.1 -0.361
H 1.6230 -24.7389 20.1807 0.3 -0.6 -0.5 0.492
H -0.6261 -25.5543 19.4091 0.8 -0.4 -0.2 -0.648
H 0.6309 -26.8273 19.1291 0.0 0.1 -0.3 0.349
H -1.1219 -26.5539 15.9100 0.6 0.2 -0.2 -0.481
H -1.9012 -26.4614 17.3987 -0.9 -0.4 0.6 -0.334
H -0.6591 -27.7538 17.1522 0.0 0.9 0.1 0.293
H 2.9334 -25.8728 18.3066 0.3 -1.1 -0.2 0.291
H 2.2211 -24.7361 17.2755 0.6 -0.7 0.9 0.284
C -3.3223 -20.2843 22.1365 -1.6 1.0 -1.8 -1.456
C -3.3209 -21.6737 21.4799 2.8 0.4 -0.7 1.807
C -1.8090 -22.1176 21.3204 -1.1 -1.9 0.4 0.532
O -1.2872 -22.2914 22.6312 0.0 1.0 -0.7 -0.434
C 0.1366 -22.3307 22.6807 -0.8 -0.4 1.5 -0.715
N -4.0900 -22.6110 22.2299 -0.6 -1.4 0.9 -0.167
H -4.3883 -20.0116 22.2146 0.2 0.0 0.6 0.314
H -2.9766 -19.4687 21.4525 0.2 -0.9 0.3 0.217
H -2.8083 -20.1636 23.0738 0.1 -0.4 0.4 0.366
H -3.7201 -21.6482 20.4606 -0.1 0.4 0.1 -1.230
H -1.2018 -21.3838 20.8188 0.0 0.3 -0.6 0.374
H -1.7464 -23.1465 20.7784 -0.2 1.5 0.5 -0.694
H 0.3604 -21.8568 23.6634 0.3 -0.8 -0.6 0.282
H 0.7183 -21.7940 21.9318 -0.5 0.2 -0.4 0.259
H 0.3367 -23.4029 22.6296 0.9 0.1 0.2 0.237
H -3.7872 -23.5844 22.0929 -0.2 0.5 -0.7 0.034
H -3.8677 -22.5229 23.2070 0.0 0.5 0.5 0.373
C -9.7896 -22.4423 15.7755 1.9 -2.1 -1.6 -1.643
C -9.8848 -21.0898 15.2333 1.0 2.4 0.7 2.658
C -10.1045 -20.9600 13.7517 -0.2 0.0 -0.7 -1.035
O -10.0647 -19.5527 13.5061 -0.3 -0.5 -1.3 -0.338
C -10.3760 -19.2489 12.1386 1.1 0.0 0.4 -0.841
N -10.8798 -20.3086 15.9781 0.6 0.5 -0.2 -0.710
H -9.7268 -22.5177 16.8306 -0.4 0.1 1.0 0.479
H -8.8168 -22.8304 15.4125 -0.2 0.0 0.3 0.149
H -10.4543 -23.1779 15.3409 -0.8 0.0 0.2 0.403
H -8.8986 -20.5696 15.4220 -0.8 -0.4 -0.1 -1.269
H -11.0890 -21.3903 13.5205 -0.2 0.2 -0.2 0.512
H -9.3788 -21.4550 13.0627 -0.2 0.1 0.8 0.274
H -9.9606 -19.9842 11.4098 0.3 0.6 0.6 0.325
H -10.0314 -18.2253 11.9740 0.3 -0.3 -0.2 0.174
H -11.4146 -19.2347 11.9412 -1.5 -0.1 0.1 0.360
H -11.7116 -20.8447 16.0892 -0.8 -0.4 0.1 0.273
H -11.1031 -19.4607 15.4568 0.0 -0.2 0.2 0.234
C -3.1276 -28.0920 14.1742 0.2 -0.4 0.6 -1.123
C -3.1774 -27.3039 12.8430 0.5 -1.4 0.5 0.956
C -1.9057 -26.5930 12.4862 0.6 0.6 0.7 -0.743
O -1.3352 -26.0428 13.6841 0.0 -0.3 -1.0 -0.188
C -0.1449 -25.3113 13.4436 -0.1 -0.7 -0.9 -0.657
N -3.5458 -28.1468 11.6762 0.5 0.2 0.2 -0.769
H -2.3804 -28.9160 14.2371 -0.6 0.3 -0.6 0.409
H -4.1343 -28.4743 14.4279 0.6 -0.1 -0.4 0.140
H -2.8325 -27.4849 15.0527 -0.3 0.2 -0.7 -0.053
H -3.9310 -26.5740 13.0014 -1.0 0.8 -0.1 -0.034
H -2.1382 -25.8273 11.7178 0.2 0.1 0.4 0.265
H -1.2163 -27.2904 11.9944 0.3 -0.1 0.3 0.345
H 0.6261 -25.9280 12.9123 -0.6 0.4 0.1 0.334
H 0.2795 -25.0935 14.4037 0.1 0.6 0.5 -0.013
H -0.4204 -24.4314 12.8441 0.6 0.1 0.2 0.309
H -2.7083 -28.7257 11.4819 -0.8 0.2 0.0 0.362
H -3.6000 -27.4923 10.8878 -0.1 -0.5 0.1 0.335
C -3.1346 -23.1367 11.7573 -0.3 0.6 1.3 -1.714
C -3.4116 -21.6367 11.8408 -0.1 0.2 1.8 3.130
C -2.1130 -20.7821 11.7714 -0.6 -2.7 -0.4 -1.683
O -1.1526 -21.4499 12.6074 -2.2 0.0 -0.4 0.099
C 0.0472 -20.7905 12.6981 0.2 1.8 -2.3 -0.923
N -4.3208 -21.3240 10.7713 -1.1 1.5 -1.3 -0.644
H -4.0865 -23.6595 11.9218 0.1 -0.1 -0.9 0.525
H -2.5424 -23.4964 12.5889 0.4 0.2 0.2 -0.051
H -2.5711 -23.3017 10.8595 -0.2 -0.7 -0.7 0.391
H -3.8504 -21.3955 12.8449 0.3 -0.3 -0.5 -1.315
H -2.3349 -19.7900 12.0882 0.1 1.0 0.4 0.493
H -1.8335 -20.8266 10.7119 0.5 0.3 0.1 0.360
H 0.5155 -20.7668 11.6606 -0.2 0.2 1.0 0.276
H 0.6390 -21.3792 13.3284 1.1 -0.3 1.2 0.227
H -0.1145 -19.7350 13.0268 0.5 -0.7 0.1 0.318
H -5.1302 -21.9362 10.6718 0.6 -0.1 0.4 0.300
H -4.7217 -20.3621 10.7319 0.8 -1.0 0.4 0.250
C -2.7402 -24.0642 16.1441 -1.2 0.6 -0.3 0.557
C -3.4405 -22.6823 15.9947 0.6 -0.3 0.8 1.220
C -4.2451 -22.2371 17.2139 -0.6 0.1 -0.7 0.291
O -5.2689 -23.1373 17.6221 0.8 0.0 0.3 1.276
C -6.2401 -23.4118 16.6603 -1.5 1.5 0.3 -0.527
N -2.4300 -21.6291 15.7962 -1.1 -0.1 0.2 0.316
H -3.5058 -24.7761 16.4862 0.2 0.0 -0.3 -0.950
H -1.9323 -24.1313 16.8890 0.0 0.5 -0.4 -0.462
H -2.4252 -24.3141 15.1155 0.3 -0.4 0.7 -0.061
H -4.1460 -22.7346 15.1684 0.0 -0.2 -0.5 0.353
H -4.7691 -21.2725 16.9608 0.8 -0.4 0.4 -1.003
H -3.5072 -22.1527 18.0153 -0.4 0.3 0.3 -0.993
H -7.0501 -23.8801 17.2234 0.0 -0.3 -0.3 0.324
H -5.9246 -24.0672 15.8694 0.3 -0.4 -0.4 0.266
H -6.6926 -22.4564 16.2081 0.8 -1.0 0.5 -0.799
H -2.8893 -20.8758 15.3164 -0.7 1.0 0.2 -0.426
H -1.8378 -21.8771 15.0457 1.2 -1.0 -1.0 0.358
C -6.4656 -20.6416 13.6420 0.3 -0.8 0.1 0.289
C -5.9653 -19.2552 13.5220 0.2 1.6 -0.8 0.437
C -7.0164 -18.2048 13.8800 0.8 -0.4 0.4 -0.151
O -6.4670 -16.9416 13.6290 0.1 0.7 0.2 -0.433
C -7.4655 -15.9412 13.5800 0.1 0.0 1.1 -0.624
N -4.7136 -19.0648 14.2738 -0.3 -0.2 0.3 -0.037
H -6.6225 -20.9074 14.6733 0.0 -0.2 0.5 -0.591
H -5.7540 -21.3351 13.2039 0.2 -0.1 0.2 -0.260
H -7.3771 -20.7997 13.1112 -0.9 0.1 -0.4 0.197
H -5.8114 -19.0347 12.4448 0.4 -0.2 0.4 0.045
H -7.3409 -18.2681 14.9128 0.0 -0.2 0.4 -0.260
H -7.8849 -18.3504 13.2843 -0.9 -0.2 -0.7 0.483
H -7.0104 -15.0734 13.1059 -0.3 0.1 0.1 0.314
H -7.9501 -15.6601 14.5749 1.0 -0.3 -0.8 0.213
H -8.2769 -16.3551 13.0209 -0.8 0.2 -0.9 0.198
H -4.1391 -18.3526 13.8485 -0.1 0.2 -0.1 0.333
H -4.9910 -18.6940 15.1907 0.3 -0.3 -0.1 -0.165
C -6.5213 -27.1895 14.9763 0.6 -0.2 -1.2 -1.182
C -6.6714 -27.9345 16.2497 -1.4 -0.2 1.7 0.973
C -5.8148 -29.1549 16.5181 0.5 0.4 1.7 -1.327
O -6.4695 -27.0188 17.3488 -0.4 0.5 -1.6 -0.432
H -6.6140 -27.9126 14.1537 0.2 0.2 0.0 0.467
H -5.5748 -26.6269 14.8478 -0.4 -0.4 0.3 -0.184
H -7.3545 -26.5240 14.8506 -0.3 0.6 0.1 0.498
H -7.7515 -28.2451 16.3349 0.8 0.0 -0.4 0.068
H -4.8310 -28.7735 16.8285 0.1 -0.2 -0.5 0.150
H -5.7082 -29.9504 15.7959 -0.2 0.0 -0.4 0.428
H -6.1872 -29.5641 17.4818 0.0 -0.2 -0.7 0.393
H -6.2158 -27.4924 18.1322 0.3 -0.6 1.1 0.128

3.
26
Properties=species:S:1:pos:R:3:forces:R:3:mulliken_charge:R:1 method="wB97M-V/def2-TZVPD" homo_ha=-0.58593 gap_ev=7.03 charge=+2 relative_energy_kcal_mol=4.8 total_energy_ev=-25430.2211
Pb 0.0354 0.2909 -0.4672 -0.2 -0.7 3.3 1.240
C 0.0451 2.7279 -0.9006 -0.3 5.9 -1.5 0.281
O -0.0125 3.8400 -1.1870 0.2 -4.4 1.2 -0.042
C 0.0012 -0.7412 -2.7248 -0.1 -2.3 -6.0 0.189
O -0.0015 -1.1570 -3.7943 0.0 1.5 3.9 -0.039
C -2.5828 0.0433 -0.2951 -4.9 -0.1 1.1 0.185
O -3.6889 -0.0050 0.0106 4.1 0.1 -1.1 -0.054
C 2.7078 0.1031 -0.2012 5.3 -0.4 0.7 0.142
O 3.8399 -0.0076 -0.0252 -4.3 0.4 -0.6 -0.059
H 0.0308 -2.7950 1.2272 -0.1 0.0 -0.6 0.052
H -0.0580 -2.9065 0.4796 0.1 0.1 0.5 -0.034
C -0.1515 0.5208 5.6634 0.4 -0.2 0.2 -0.883
N -0.6838 0.7056 4.3075 0.9 -0.4 -1.0 0.047
C -1.9983 1.3084 4.1997 -0.6 0.3 0.1 -0.763
C -0.0335 0.3729 3.1836 -0.6 0.3 0.7 0.674
C 1.3036 -0.3119 3.2423 0.3 -0.1 0.4 -0.870
O -0.5819 0.6294 2.0695 0.4 -0.2 -0.9 -0.648
H -0.9060 0.9166 6.3459 0.4 -0.2 0.0 0.253
H 0.7917 1.0724 5.8053 -0.4 -0.2 0.0 0.371
H 0.0112 -0.5442 5.8904 -0.1 0.4 -0.1 0.370
H -1.9767 2.2510 3.6421 0.1 -0.2 0.1 0.283
H -2.7193 0.6409 3.7182 0.2 0.0 0.0 0.280
H -2.3249 1.4996 5.2211 -0.2 0.1 -0.3 0.281
H 1.2676 -1.2876 2.7399 -0.2 0.2 0.2 0.197
H 2.0681 0.2683 2.7143 -0.2 0.2 0.1 0.181
H 1.6495 -0.4650 4.2717 0.0 0.0 -0.4 0.366